Entry 1:
18
Properties=species:S:1:pos:R:3:forces:R:3:nbo_charge:R:1 method="wB97M-V/def2-TZVPD" total_charge=0 mol_weight_g_mol=97.2 lumo_ev=0.944 multiplicity=1 homo_lumo_gap_ev=9.436
C -1.01863 -2.13239 -0.76564 -1.520 0.028 1.577 -0.41
C -1.50386 -0.89424 -0.39978 1.637 -1.759 -2.992 -0.19
C -0.57631 0.06401 0.23028 -1.386 -0.901 4.624 0.06
N -0.91700 0.01383 1.67690 -0.553 1.232 3.305 -0.91
C 0.55242 0.65034 -0.08165 0.153 -0.836 -2.675 0.06
C 1.21378 1.52398 0.94315 -1.284 0.119 -1.818 -0.64
C 0.99232 0.34414 -1.55091 -1.902 5.053 1.418 -0.63
H -1.69179 -2.73403 -1.43159 0.847 0.247 0.864 0.20
H -0.21328 -2.69836 -0.14752 -1.022 1.394 -1.654 0.21
H -2.46435 -0.57655 -0.87888 0.933 -0.004 0.669 0.22
H -0.32556 -0.60712 2.27849 -0.500 0.282 -1.477 0.36
H -0.94394 0.86857 2.35896 -0.139 -1.528 -2.491 0.36
H 1.70933 2.32476 0.41213 0.443 0.265 0.219 0.21
H 0.36524 1.90046 1.53264 1.120 0.129 0.208 0.22
H 1.87630 0.86623 1.43660 0.985 -0.120 1.238 0.22
H 1.67729 -0.42108 -1.64384 1.706 -1.248 -0.363 0.22
H 1.22102 1.38663 -1.97042 0.627 -1.719 0.063 0.20
H 0.04701 0.12084 -1.99891 -0.144 -0.635 -0.716 0.23

Entry 2:
11
Properties=species:S:1:pos:R:3:forces:R:3:nbo_charge:R:1 method="wB97M-V/def2-TZVPD" total_charge=0 mol_weight_g_mol=129.1 lumo_ev="-0.800 / 0.511" multiplicity=1 homo_lumo_gap_ev="7.398 / 8.370"
C 1.74236 0.37447 1.16400 -1.200 -1.274 -2.771 -0.68
C 1.27413 -0.36555 -0.12655 -0.801 -1.058 0.168 -0.32
Si -2.21166 0.05105 -1.03296 1.335 1.375 1.314 0.94
Cl -3.50393 1.59029 -1.03097 -0.620 0.594 -0.306 -0.37
Cl -2.85190 -1.31350 0.25460 -0.524 -1.143 1.015 -0.37
H 1.44824 1.37344 0.92720 0.110 1.134 0.475 0.22
H 1.15266 0.00253 1.98230 0.090 -0.053 0.504 0.22
H 2.80360 0.30237 1.29425 0.503 -0.008 0.285 0.22
H 0.36246 -1.04191 -0.07033 1.417 0.899 0.030 0.16
H 1.77669 -0.37120 -1.12750 -0.293 0.312 1.290 0.18
H -1.99266 -0.60199 -2.23405 -0.015 -0.777 -2.006 -0.20

Entry 3:
17
Properties=species:S:1:pos:R:3:forces:R:3:nbo_charge:R:1 method="wB97M-V/def2-TZVPD" total_charge=0 mol_weight_g_mol=169.3 lumo_ev="0.339 / 0.339" multiplicity=1 homo_lumo_gap_ev="7.516 / 7.521"
C -2.39347 -0.56695 -0.53190 -0.297 1.161 -0.301 -0.21
C -2.41165 0.80887 -0.81319 0.602 -1.348 1.294 -0.21
C -1.30080 -1.16126 0.00471 0.701 2.451 -0.023 -0.26
C -1.35538 1.60961 -0.51059 1.277 -1.823 -0.427 -0.22
C -0.26061 -0.31395 0.27271 3.235 -1.932 0.964 -0.08
C -0.21511 0.95215 -0.06246 0.201 1.355 0.889 -0.28
C 2.25916 -0.54355 0.72570 -1.804 -0.988 -0.389 -0.10
N 2.26135 0.76982 1.01460 1.274 -0.043 2.123 -0.74
S 1.32894 1.89875 0.11715 0.958 -0.402 0.672 0.43
S 2.56750 -1.21266 -0.85056 0.849 -1.180 -0.330 0.07
H -3.23807 -1.14614 -0.70909 -1.537 -0.855 -0.547 0.20
H -3.27036 1.27170 -1.12247 -2.151 0.825 -1.073 0.21
H -1.15881 -2.15422 0.15801 -0.207 -2.923 0.514 0.21
H -1.27631 2.57290 -0.85307 -0.275 2.497 -0.429 0.20
H 2.64117 -1.23344 1.50140 -0.591 0.765 -0.193 0.22
H 2.59622 0.81402 2.04630 -1.600 1.153 -2.295 0.42
H 3.22623 -2.36564 -0.38725 -0.634 1.287 -0.448 0.13

Entry 4:
8
Properties=species:S:1:pos:R:3:forces:R:3:nbo_charge:R:1 method="wB97M-V/def2-TZVPD" total_charge=0 mol_weight_g_mol=82.1 lumo_ev=-0.106 multiplicity=1 homo_lumo_gap_ev=8.424
C -0.08683 1.35921 -0.47749 2.174 -1.350 1.944 -0.13
F -1.41544 1.45472 -0.64395 -0.206 0.876 -0.185 -0.36
F 0.05509 -1.97433 -0.82607 0.346 -0.039 0.350 -0.66
Si 0.07324 -1.20476 0.58680 0.306 2.438 0.177 1.22
H 0.45141 1.07238 -1.37114 -0.341 -0.165 -0.440 0.15
H 0.51849 2.28456 -0.02309 -1.998 -1.978 -0.400 0.17
H 1.45698 -1.08653 1.33890 -1.291 -0.628 -0.811 -0.19
H -1.05294 -1.90526 1.41604 1.012 0.847 -0.635 -0.18

Copy entry 4 word for word.
8
Properties=species:S:1:pos:R:3:forces:R:3:nbo_charge:R:1 method="wB97M-V/def2-TZVPD" total_charge=0 mol_weight_g_mol=82.1 lumo_ev=-0.106 multiplicity=1 homo_lumo_gap_ev=8.424
C -0.08683 1.35921 -0.47749 2.174 -1.350 1.944 -0.13
F -1.41544 1.45472 -0.64395 -0.206 0.876 -0.185 -0.36
F 0.05509 -1.97433 -0.82607 0.346 -0.039 0.350 -0.66
Si 0.07324 -1.20476 0.58680 0.306 2.438 0.177 1.22
H 0.45141 1.07238 -1.37114 -0.341 -0.165 -0.440 0.15
H 0.51849 2.28456 -0.02309 -1.998 -1.978 -0.400 0.17
H 1.45698 -1.08653 1.33890 -1.291 -0.628 -0.811 -0.19
H -1.05294 -1.90526 1.41604 1.012 0.847 -0.635 -0.18